Version one
9
Properties=species:S:1:pos:R:3 method="wB97M-V/def2-TZVPD" smiles=CCO homo_energy_ha=-0.382 gap_ha=0.422
C -0.31 0.23 -0.78
C 0.63 -0.28 0.33
O -0.14 -0.41 1.51
H 0.13 0.45 -1.74
H -0.85 1.07 -0.31
H -1.15 -0.49 -0.91
H 0.81 -1.32 0.06
H 1.63 0.31 0.36
H -0.76 0.45 1.49


Version two
9
Properties=species:S:1:pos:R:3 method="wB97M-V/def2-TZVPD" homo_energy_ha=-0.373 gap_ha=0.406
C -0.97 0.01 -0.03
C 0.50 0.15 0.22
O 1.19 -1.02 0.54
H -1.48 -0.17 0.91
H -1.34 0.93 -0.49
H -1.16 -0.85 -0.69
H 0.80 1.01 0.81
H 1.00 0.46 -0.90
H 1.47 -0.52 -0.41


Least stable: version two


Version one
16
Properties=species:S:1:pos:R:3 method="wB97M-V/def2-TZVPD" smiles=CN1CCN[C@H]1F homo_energy_ha=-0.330 gap_ha=0.370
C 1.17 1.24 1.03
N 0.49 0.55 -0.05
C 0.75 -0.85 -0.30
C -0.41 -1.23 -1.22
N -1.53 -0.34 -0.84
C -1.07 0.63 0.11
F -1.48 0.34 1.46
H 0.86 2.26 1.24
H 1.20 0.86 2.01
H 2.19 1.36 0.62
H 0.75 -1.63 0.41
H 1.76 -0.89 -0.75
H -0.06 -0.96 -2.27
H -0.69 -2.29 -0.97
H -2.40 -0.73 -0.42
H -1.52 1.69 -0.07


Version two
16
Properties=species:S:1:pos:R:3 method="wB97M-V/def2-TZVPD" smiles=NC[C@H](F)[C@@H]1CN1 homo_energy_ha=-0.345 gap_ha=0.380
N -2.62 0.13 -0.12
C -1.32 -0.48 -0.32
C -0.29 0.42 0.27
F -0.23 1.62 -0.52
C 1.07 -0.20 0.42
C 2.21 0.57 0.02
N 1.70 -0.55 -0.87
H -3.33 -0.21 -0.78
H -3.01 -0.06 0.82
H -1.22 -1.41 0.20
H -1.07 -0.61 -1.39
H -0.66 0.89 1.30
H 1.23 -0.83 1.34
H 2.04 1.65 -0.25
H 3.17 0.43 0.56
H 2.33 -1.36 -0.67


Least stable: version two


Version one
17
Properties=species:S:1:pos:R:3 method="wB97M-V/def2-TZVPD" smiles="[H]/N=C/C[C@@H](C)C(F)F" homo_energy_ha=-0.368 gap_ha=0.405
H 3.67 1.12 -0.51
N 2.81 1.09 0.03
C 1.71 0.77 -0.50
C 0.48 0.77 0.34
C -0.55 -0.19 -0.22
C -0.35 -1.66 0.07
C -1.85 0.21 0.28
F -2.90 -0.49 -0.29
F -2.10 1.58 0.03
H 1.54 0.40 -1.47
H -0.04 1.71 0.28
H 0.92 0.63 1.41
H -0.58 0.06 -1.37
H -0.99 -2.47 -0.48
H -0.43 -1.84 1.13
H 0.66 -1.76 -0.20
H -1.99 0.10 1.47


Version two
17
Properties=species:S:1:pos:R:3 method="wB97M-V/def2-TZVPD" homo_energy_ha=-0.331 gap_ha=0.353
C 1.66 -1.98 1.61
C 1.34 -1.41 0.49
C 2.16 -1.66 -0.64
C -1.51 1.34 0.21
C -1.78 1.59 -1.23
N -2.10 2.20 0.96
F -0.67 2.07 -1.79
F -2.72 2.65 -1.44
H 1.21 -1.76 2.57
H 2.33 -2.80 1.46
H 1.45 -2.24 -1.30
H 3.04 -2.27 -0.59
H 2.40 -0.80 -1.25
H 0.51 -0.65 0.31
H -2.21 0.82 -1.82
H -2.76 2.96 0.55
H -2.37 1.93 1.91


Least stable: version two


Version one
10
Properties=species:S:1:pos:R:3 method="wB97M-V/def2-TZVPD" homo_energy_ha=-0.345 gap_ha=0.362
C -0.39 -0.46 0.38
N 0.52 -0.68 1.19
N 0.26 0.36 -1.05
N -1.70 -0.70 0.39
O 2.10 2.01 -0.43
O 1.75 -0.24 0.88
S 1.89 0.61 -0.67
H -0.26 1.22 -1.18
H -2.17 -0.65 -0.50
H -2.01 -1.46 0.99


Version two
10
Properties=species:S:1:pos:R:3 method="wB97M-V/def2-TZVPD" homo_energy_ha=-0.388 gap_ha=0.395
C 0.97 0.36 1.19
N -0.06 0.82 0.64
N -0.84 -1.56 -1.05
N 1.74 -0.30 1.86
O 0.15 0.63 -2.08
O -2.09 0.60 -0.99
S -0.81 -0.08 -1.29
H -0.17 1.83 0.71
H -1.65 -1.90 -0.53
H 2.76 -0.40 1.54


Version three
10
Properties=species:S:1:pos:R:3 method="wB97M-V/def2-TZVPD" homo_energy_ha=-0.383 gap_ha=0.396
H 1.09 -2.13 -0.43
N 0.35 -1.45 -0.49
C 0.50 -0.39 0.12
S 1.83 0.23 1.18
N -0.47 0.76 0.18
N -1.57 0.75 -0.65
O -1.81 -0.25 -1.24
O -2.19 1.78 -0.68
H 2.49 -0.92 1.37
H -0.22 1.62 0.65


Least stable: version three


Version one
18
Properties=species:S:1:pos:R:3 method="wB97M-V/def2-TZVPD" total_charge=-1 homo_energy_ha=-0.092 gap_ha=0.248
C 1.25 3.02 -0.50
S 0.39 1.40 -0.25
H 0.95 3.67 0.35
H 2.36 2.92 -0.54
H 0.94 3.53 -1.47
C -0.01 -1.85 -0.31
C -1.01 -1.37 0.83
C -2.40 -1.09 0.36
N 1.34 -1.75 0.23
H -0.16 -1.18 -1.21
H -0.17 -2.97 -0.59
H -0.56 -0.45 1.20
H -0.98 -2.13 1.66
H -3.00 -2.00 0.16
H -2.42 -0.56 -0.57
H -2.96 -0.51 1.09
H 1.47 -0.75 0.47
H 2.03 -1.97 -0.49


Version two
18
Properties=species:S:1:pos:R:3 method="wB97M-V/def2-TZVPD" total_charge=-1 homo_energy_ha=-0.088 gap_ha=0.239
C 1.97 -2.12 1.35
S 1.05 -1.58 -0.15
H 1.43 -2.94 1.84
H 2.96 -2.46 1.07
H 2.06 -1.29 2.06
C -0.63 1.37 -1.72
C -1.09 1.58 -0.28
C -2.12 0.53 0.11
N 0.02 1.57 0.68
H -1.48 1.25 -2.40
H 0.01 2.20 -2.06
H -0.03 0.47 -1.78
H -1.54 2.57 -0.20
H -2.33 0.59 1.17
H -3.05 0.65 -0.45
H -1.71 -0.47 -0.09
H 0.56 2.42 0.61
H 0.64 0.76 0.56


Least stable: version one


Version one
17
Properties=species:S:1:pos:R:3 method="wB97M-V/def2-TZVPD" total_charge=+1 homo_energy_ha="-0.493 / -0.493" gap_ha="0.274 / 0.274"
C 0.33 -0.60 -0.64
C 0.75 -2.54 0.70
C -0.79 -0.68 1.35
C -0.56 2.98 -1.43
N 0.15 -1.27 0.44
P 0.68 2.25 -0.29
H 1.03 -0.88 -1.44
H 1.53 -2.82 -0.01
H 0.03 -3.34 0.63
H 1.04 -2.49 1.87
H -1.75 -1.19 1.34
H -1.10 0.32 1.28
H -0.57 -0.69 2.42
H -1.25 3.72 -0.96
H -1.03 2.02 -1.63
H -0.07 3.28 -2.38
H 1.57 1.92 -1.24


Version two
17
Properties=species:S:1:pos:R:3 method="wB97M-V/def2-TZVPD" total_charge=+1 homo_energy_ha=-0.515 gap_ha=0.334
C 1.55 -1.05 0.44
C 2.21 -0.60 -0.59
C -1.09 0.43 0.21
C -0.85 1.42 -0.82
N -0.77 0.76 1.44
P -2.14 -1.06 -0.18
H 1.91 -0.77 1.37
H 0.80 -1.85 0.43
H 3.00 0.13 -0.39
H 1.88 -1.08 -1.46
H -1.17 1.18 -1.93
H 0.25 1.85 -0.89
H -1.40 2.26 -0.61
H -1.00 0.16 2.23
H -0.19 1.58 1.46
H -1.53 -1.95 0.57
H -1.44 -1.40 -1.28


Least stable: version one


Version one
16
Properties=species:S:1:pos:R:3 method="wB97M-V/def2-TZVPD" homo_energy_ha=-0.318 gap_ha=0.329
C 2.24 -1.09 0.06
C 1.11 -0.16 0.08
C 1.00 1.32 -0.07
C -0.19 1.85 -0.12
C -1.07 0.71 0.38
C -1.74 -1.16 -0.01
C -0.28 -0.50 -0.41
H 3.21 -0.90 0.66
H 2.10 -2.11 -0.26
H 1.76 2.16 -0.23
H -0.43 2.87 -0.31
H -0.89 0.61 1.40
H -2.00 -1.71 0.95
H -2.14 -1.85 -0.74
H -0.32 -0.15 -1.36
O -2.37 0.10 -0.03


Version two
16
Properties=species:S:1:pos:R:3 method="wB97M-V/def2-TZVPD" smiles="C1=C[C@H]2OC[C@H]3[C@@H]1[C@H]32" homo_energy_ha=-0.316 gap_ha=0.340
C -1.38 -0.07 -0.90
C -1.15 -1.21 -0.08
C -0.05 -0.90 0.72
O 1.32 -0.93 -0.06
C 1.46 0.20 -0.75
C 0.49 1.27 0.13
C -0.88 1.11 -0.13
C -0.22 0.62 1.22
H -2.05 0.01 -1.71
H -1.34 -2.29 -0.38
H 0.26 -1.71 1.52
H 1.54 0.16 -1.86
H 2.53 0.23 -0.60
H 0.90 2.22 0.31
H -1.57 2.18 -0.47
H -0.45 0.55 2.38


Version three
16
Properties=species:S:1:pos:R:3 method="wB97M-V/def2-TZVPD" smiles="O=C[C@H]1[C@@H]2C=CC[C@H]12" homo_energy_ha=-0.329 gap_ha=0.363
O -3.20 -0.03 -0.42
C -2.17 0.07 0.20
C -0.72 -0.28 -0.33
C 0.03 0.68 0.32
C 1.53 1.29 -0.04
C 2.42 0.22 -0.31
C 1.76 -1.06 -0.02
C 0.43 -0.67 0.56
H -1.93 0.24 1.33
H -0.48 -0.66 -1.33
H -0.79 1.23 0.92
H 1.62 2.27 0.05
H 3.32 0.41 -0.96
H 1.83 -1.72 -0.97
H 2.19 -1.76 0.62
H 0.19 -1.28 1.48


Least stable: version two